(1)
Here is a molecular structure, C31H21BrF4N5OPS2V from the Open Molecules 2025 dataset. Energies are from ωB97M-V with the def2-TZVPD basis set.

The geometry in XYZ format:
```
67
Properties=species:S:1:pos:R:3:forces:R:3:mulliken_spin:R:1
V -0.292 -0.637 0.343 0.08 -0.15 0.37 3.003
N 2.268 -0.683 3.877 0.00 0.03 -0.05 0.001
C 1.697 -1.050 2.703 0.05 0.02 0.11 0.011
S 0.066 -1.673 2.766 -0.11 0.07 -0.22 -0.013
N 2.430 -0.935 1.626 -0.11 -0.10 -0.06 -0.008
N 1.685 -1.302 0.527 0.01 0.05 0.19 -0.063
C 2.181 -2.099 -0.339 0.01 -0.01 -0.11 0.035
C 3.568 -2.619 -0.304 -0.02 0.02 0.01 0.010
C 3.805 -3.966 -0.059 0.03 -0.01 0.01 0.005
C 5.106 -4.448 -0.030 -0.02 0.00 0.00 0.000
C 6.169 -3.586 -0.256 0.02 0.01 0.00 0.002
C 5.931 -2.241 -0.508 -0.01 0.00 0.00 -0.001
C 4.634 -1.754 -0.529 0.01 -0.01 0.00 0.009
C 1.237 -2.519 -1.392 -0.02 0.06 0.07 0.052
C 1.627 -3.280 -2.482 0.01 -0.02 -0.05 -0.003
C 0.684 -3.627 -3.431 0.05 -0.02 0.00 0.016
C -0.625 -3.206 -3.264 -0.04 0.02 0.02 -0.001
C -0.934 -2.447 -2.151 -0.04 0.01 -0.02 0.025
N -0.036 -2.111 -1.225 0.02 -0.13 -0.03 -0.069
H 1.791 -0.883 4.734 -0.01 -0.01 0.01 -0.001
H 3.247 -0.451 3.885 0.00 -0.01 0.00 -0.001
H 2.971 -4.634 0.121 0.00 0.00 0.00 0.000
H 5.289 -5.496 0.171 0.00 0.00 0.00 0.000
H 7.184 -3.961 -0.237 0.00 0.00 0.00 0.000
H 6.760 -1.568 -0.687 0.00 0.00 0.00 0.000
H 4.434 -0.709 -0.723 -0.01 0.00 -0.01 -0.001
H 2.664 -3.564 -2.586 0.00 -0.01 -0.01 0.000
H 0.968 -4.210 -4.297 0.00 0.00 0.00 0.001
H -1.396 -3.449 -3.981 0.00 0.00 0.00 0.000
H -1.941 -2.080 -1.995 0.00 -0.01 0.00 -0.014
F -3.478 4.910 -2.203 -0.01 0.01 -0.01 0.000
C -2.900 4.159 -1.271 0.02 -0.01 0.02 0.000
C -2.052 4.730 -0.345 -0.02 -0.01 -0.02 0.001
F -1.821 6.039 -0.380 0.00 0.00 0.00 0.000
C -1.457 3.939 0.628 -0.01 0.01 0.00 0.007
F -0.684 4.568 1.520 0.02 -0.01 0.00 0.001
C -1.665 2.575 0.691 -0.06 -0.01 -0.04 -0.025
P -0.872 1.381 1.847 0.00 0.00 0.10 -0.084
C 0.557 2.217 2.588 0.00 0.01 -0.03 -0.018
C 1.652 2.432 1.753 0.03 0.01 0.04 0.036
C 2.817 2.980 2.262 -0.01 -0.01 -0.01 0.013
C 2.902 3.300 3.611 0.00 0.01 0.02 0.000
C 1.822 3.067 4.449 0.02 0.00 -0.02 0.000
C 0.651 2.524 3.941 -0.01 -0.02 0.02 -0.001
C -2.178 1.369 3.123 0.00 0.06 0.02 -0.006
C -2.830 0.188 3.456 0.02 -0.02 0.00 0.006
C -3.876 0.198 4.370 0.00 0.01 0.01 0.002
C -4.273 1.387 4.959 -0.01 0.00 0.00 0.000
C -3.630 2.575 4.630 0.01 -0.01 -0.01 0.000
C -2.594 2.566 3.712 -0.02 0.01 0.00 0.000
C -2.539 2.031 -0.251 -0.03 -0.01 -0.03 0.007
Br -2.940 0.171 -0.256 -0.01 0.02 0.04 0.022
C -3.154 2.797 -1.215 0.03 0.02 0.03 -0.006
F -3.984 2.264 -2.110 0.00 -0.01 -0.01 -0.002
H 1.592 2.156 0.706 0.00 0.00 0.01 -0.013
H 3.663 3.146 1.608 0.00 0.00 0.00 0.000
H 3.815 3.725 4.009 0.00 0.00 0.00 0.000
H 1.891 3.304 5.503 0.00 0.00 0.00 0.000
H -0.182 2.331 4.604 0.02 0.00 0.00 0.000
H -2.516 -0.743 3.006 0.03 -0.01 0.00 0.008
H -4.377 -0.728 4.621 0.00 0.00 0.00 0.000
H -5.086 1.393 5.674 0.00 0.00 0.00 0.000
H -3.940 3.507 5.084 0.00 0.00 0.00 0.000
H -2.100 3.496 3.455 0.00 0.00 -0.01 -0.002
O 2.103 -0.021 -2.447 -0.01 -0.02 0.05 0.044
S 1.109 1.012 -2.123 -0.08 0.30 -0.11 0.062
N 0.107 0.827 -1.052 0.21 -0.11 -0.26 -0.048
```
Positions in Å, forces in eV/Å.

Output
Orbital gap (alpha / beta), eV: 7.1680 / 7.5562
Multiplicity: 4
Charge: 0

=====

(2)
Here is a molecular structure, C16H25N2O7S3Ta from the Open Molecules 2025 dataset. Energies are from ωB97M-V with the def2-TZVPD basis set.

The geometry in XYZ format:
```
54
Properties=species:S:1:pos:R:3:forces:R:3:nbo_charge:R:1
Ta -0.569 -0.113 -0.571 -0.84 0.40 -2.91 1.866
C -0.249 -3.599 -0.141 0.57 -0.14 -0.58 -0.093
C 0.368 -3.307 -1.510 -0.68 -0.29 0.24 -0.095
O 0.979 -2.021 -1.551 -0.55 0.86 0.58 -0.539
C 2.381 -1.939 -1.307 0.48 0.45 0.45 -0.087
C 2.710 -1.867 0.191 -0.10 -0.23 -0.42 -0.092
O 1.759 -0.991 0.787 -0.57 0.24 -0.25 -0.564
C 1.857 -0.891 2.202 -0.37 0.02 0.31 -0.096
C 0.600 -0.167 2.706 0.66 0.11 -0.08 -0.090
O -0.583 -0.682 2.104 -0.29 0.18 -0.99 -0.564
C -0.981 -1.981 2.553 -0.20 -0.49 -0.34 -0.099
C -1.796 -2.641 1.433 -0.21 0.37 0.65 -0.117
O -1.147 -2.527 0.164 0.59 1.31 -0.37 -0.564
H 0.524 -3.692 0.632 -0.17 0.10 -0.02 0.188
H -0.815 -4.536 -0.192 0.03 0.15 0.01 0.228
H -0.430 -3.266 -2.260 0.13 -0.10 0.10 0.228
H 1.081 -4.092 -1.783 -0.05 0.17 0.03 0.225
H 2.688 -1.009 -1.795 0.05 -0.20 0.04 0.219
H 2.904 -2.784 -1.766 -0.13 0.14 -0.02 0.223
H 3.729 -1.482 0.325 -0.12 -0.05 -0.03 0.220
H 2.652 -2.860 0.661 -0.03 0.19 0.00 0.184
H 2.751 -0.327 2.491 -0.10 -0.03 -0.01 0.221
H 1.931 -1.896 2.640 0.04 0.11 -0.11 0.189
H 0.628 0.887 2.412 0.04 -0.09 0.14 0.212
H 0.542 -0.237 3.797 0.00 0.07 -0.13 0.224
H -1.614 -1.880 3.442 0.11 -0.05 -0.09 0.223
H -0.105 -2.588 2.810 -0.07 0.17 -0.04 0.192
H -2.746 -2.110 1.328 0.22 -0.22 0.07 0.252
H -1.978 -3.691 1.668 0.01 0.02 -0.05 0.222
S -3.543 -3.057 -4.754 0.01 0.17 0.41 0.352
C -3.551 -2.760 -3.245 -0.06 -0.20 -0.47 -0.370
S -1.351 -0.083 -2.690 1.48 0.03 3.95 -0.168
S -3.546 -2.513 -1.700 -0.31 -0.26 -0.03 0.052
O 2.897 3.131 -1.779 0.34 -0.36 -0.21 -0.637
C 2.031 4.023 -1.320 -0.61 0.20 0.26 0.493
C 2.320 5.381 -1.499 0.12 -0.16 -0.04 -0.302
C 1.440 6.346 -1.067 0.04 -0.34 -0.06 -0.086
C 0.258 5.997 -0.401 -0.20 -0.05 0.14 -0.246
C -0.048 4.680 -0.204 0.11 0.01 -0.09 -0.106
C 0.817 3.664 -0.674 0.18 -0.13 -0.11 -0.339
C 0.422 2.297 -0.545 0.76 1.38 -0.24 0.795
O 1.126 1.312 -0.975 -1.00 -1.85 0.23 -0.740
O -0.696 1.960 -0.014 -0.98 -2.14 0.22 -0.731
H 2.559 2.223 -1.678 0.09 0.35 0.00 0.505
H 3.241 5.640 -1.996 0.06 0.02 -0.08 0.250
H 1.653 7.386 -1.262 0.09 0.08 0.06 0.242
H -0.408 6.768 -0.051 -0.09 0.08 0.03 0.241
H -0.955 4.385 0.298 -0.11 0.05 0.04 0.228
N -3.621 -0.170 1.324 -0.29 0.14 0.36 -0.677
N -3.169 0.319 0.058 1.24 -0.16 -0.34 -0.639
H -4.641 -0.176 1.388 0.22 0.23 -0.15 0.382
H -3.256 0.421 2.068 -0.03 -0.07 -0.25 0.377
H -3.374 1.315 -0.089 0.18 -0.25 0.07 0.396
H -3.678 -0.198 -0.666 0.30 0.08 0.12 0.413
```
Positions in Å, forces in eV/Å.

Output
Orbital gap, eV: 6.5838
Multiplicity: 1
Charge: +2

=====

(3)
Here is 2 unconnected molecules or ions with the total composition C3H9OP from the Open Molecules 2025 dataset. Energies are from ωB97M-V with the def2-TZVPD basis set.

The geometry in XYZ format:
```
14
Properties=species:S:1:pos:R:3:forces:R:3:nbo_charge:R:1
C 2.039 -0.688 1.093 -2.78 1.52 -1.02 -0.722
C -2.783 0.459 -2.148 3.64 -3.60 -1.49 -0.862
C 2.348 -0.205 2.463 -2.32 -1.78 0.57 0.426
O 2.044 -0.914 3.397 0.62 0.60 0.32 -0.518
P -0.991 0.804 -1.590 -0.54 -0.49 2.12 0.231
H 1.641 0.104 0.389 1.33 -0.41 0.62 0.223
H 2.944 -1.126 0.832 1.59 -0.85 -1.49 0.235
H 1.196 -1.404 1.006 0.81 -0.05 0.86 0.239
H -3.377 0.182 -1.345 -1.06 -1.11 1.32 0.219
H -2.636 -0.409 -3.002 -0.75 2.17 2.26 0.227
H -3.213 1.287 -2.546 -0.94 2.52 -1.58 0.216
H 2.767 0.767 2.604 0.75 0.97 0.13 0.118
H -1.256 1.688 -0.317 0.25 -1.51 -1.72 -0.015
H -0.721 -0.544 -0.835 -0.61 2.01 -0.90 -0.017
```
Positions in Å, forces in eV/Å.

Output
Orbital gap, eV: 10.3076
Structure (SMILES): CC=O.CP
Multiplicity: 1
Charge: 0

=====

(4)
Here is a molecular structure, C35H58N3OP2Pb from the Open Molecules 2025 dataset. Energies are from ωB97M-V with the def2-TZVPD basis set.

The geometry in XYZ format:
```
100
Properties=species:S:1:pos:R:3:forces:R:3:mulliken_charge:R:1
C 0.860 1.305 -2.709 0.17 0.48 -1.17 -0.100
C 0.371 -1.003 -2.692 -1.04 -1.28 1.24 0.515
C 1.487 1.205 -3.949 -0.20 0.91 0.98 -0.842
C 1.176 -1.171 -3.853 0.71 0.60 -0.81 -1.174
C 1.701 -0.066 -4.499 -0.37 -1.20 0.35 -0.944
H 1.826 2.121 -4.426 0.05 -0.29 0.00 0.512
H 1.307 -2.191 -4.222 -0.03 0.42 -0.04 0.502
H 2.260 -0.174 -5.427 -0.12 -0.03 0.21 0.444
N 0.329 0.243 -2.084 -0.22 0.16 0.70 1.054
P 0.791 2.745 -0.263 0.31 0.58 -0.41 0.229
P -1.752 -2.028 -1.079 0.39 -0.49 -0.42 0.049
C 0.688 2.702 -2.095 0.14 -0.20 -0.40 -1.263
H 1.460 3.378 -2.500 -0.27 -0.24 0.05 0.551
H -0.285 3.127 -2.406 0.33 -0.27 0.21 0.696
C -0.362 -2.106 -2.172 1.35 0.81 -0.11 -1.274
H -0.090 -3.091 -2.578 -0.20 0.51 -0.01 0.498
C -1.429 -3.400 0.267 -0.42 0.41 -0.64 2.778
C -3.117 -2.532 -2.320 0.01 -0.05 0.75 1.562
C 2.654 2.806 0.126 -0.29 0.27 0.29 2.220
C -0.155 4.308 0.186 0.38 -0.11 0.05 1.866
C -0.904 -2.694 1.532 0.03 -0.15 0.01 -2.211
H -1.583 -1.899 1.872 0.15 -0.22 -0.10 0.463
H -0.822 -3.420 2.355 0.01 0.07 -0.20 0.594
H 0.103 -2.268 1.391 -0.28 -0.20 -0.01 -0.068
C -2.740 -4.113 0.619 0.06 -0.20 0.30 -2.110
H -3.506 -3.410 0.972 0.16 -0.14 -0.05 0.315
H -3.147 -4.694 -0.217 0.10 0.22 0.28 0.370
H -2.544 -4.822 1.439 -0.06 0.15 -0.15 0.557
C -0.402 -4.414 -0.225 0.13 -0.34 0.21 -1.946
H -0.263 -5.176 0.557 -0.01 0.08 -0.12 0.608
H -0.728 -4.938 -1.131 0.05 0.14 0.14 0.255
H 0.577 -3.962 -0.420 -0.32 0.01 -0.02 0.090
C -4.480 -2.420 -1.609 -0.02 -0.16 -0.24 -1.615
H -4.645 -1.405 -1.222 0.00 -0.20 -0.14 0.156
H -5.270 -2.650 -2.340 0.05 0.11 0.26 0.519
H -4.572 -3.121 -0.772 -0.06 0.19 -0.32 0.320
C -3.077 -1.527 -3.490 0.07 -0.24 0.08 -1.636
H -3.105 -0.485 -3.143 -0.02 -0.22 -0.14 0.173
H -2.178 -1.674 -4.103 -0.22 0.13 0.23 0.257
H -3.955 -1.708 -4.131 0.21 0.11 0.20 0.571
C -2.885 -3.940 -2.879 -0.26 -0.03 -0.22 -1.534
H -1.985 -3.977 -3.504 -0.15 0.03 0.17 0.275
H -2.806 -4.717 -2.111 -0.06 0.21 -0.19 0.222
H -3.742 -4.194 -3.521 0.20 -0.05 0.07 0.517
C 0.073 4.612 1.676 -0.10 0.19 0.04 -1.723
H -0.540 5.485 1.944 0.13 -0.19 0.01 0.516
H -0.243 3.773 2.317 0.10 0.19 -0.17 0.188
H 1.117 4.863 1.907 -0.31 -0.08 -0.09 0.293
C -1.659 4.056 -0.041 0.05 0.02 0.02 -1.574
H -1.889 3.797 -1.084 0.03 0.04 0.27 0.290
H -2.062 3.277 0.622 0.14 0.11 -0.14 0.128
H -2.191 4.993 0.192 0.11 -0.30 -0.08 0.610
C 0.275 5.490 -0.693 -0.09 0.30 0.10 -1.645
H 0.134 5.284 -1.761 0.02 0.07 0.24 0.298
H -0.360 6.348 -0.434 0.12 -0.10 -0.11 0.536
H 1.313 5.791 -0.524 -0.31 -0.08 -0.07 0.318
C 3.413 1.805 -0.761 -0.10 -0.09 -0.13 -1.805
H 3.368 2.078 -1.824 -0.01 -0.12 0.25 0.297
H 4.474 1.802 -0.466 -0.32 0.06 0.00 0.684
H 3.040 0.777 -0.644 0.01 0.24 -0.07 0.069
C 2.844 2.409 1.605 -0.05 0.02 0.04 -1.400
H 2.552 1.366 1.802 0.08 0.33 -0.11 0.112
H 3.912 2.504 1.856 -0.27 -0.04 -0.02 0.516
H 2.280 3.066 2.283 0.18 -0.16 -0.15 0.248
C 3.227 4.210 -0.100 0.36 0.04 0.06 -1.882
H 3.073 4.570 -1.126 0.01 -0.07 0.23 0.314
H 2.832 4.946 0.612 0.06 -0.20 -0.23 0.375
H 4.314 4.166 0.069 -0.23 -0.01 -0.07 0.526
Pb -0.254 0.312 0.393 0.02 -1.27 -0.68 1.915
C -2.593 0.725 -0.755 -1.67 2.10 -0.14 0.195
O -3.586 1.214 -1.059 1.84 -1.50 0.39 -0.307
N 2.603 -0.978 1.775 1.53 -1.34 -1.44 -0.567
C 3.352 -1.636 1.159 -1.40 0.71 0.75 -0.244
C 4.237 -2.556 0.354 -0.01 0.23 0.14 2.259
C 3.357 -3.330 -0.631 -0.46 0.00 -0.03 -1.292
C 5.258 -1.709 -0.403 0.11 0.45 -0.08 -1.563
C 4.935 -3.487 1.345 0.08 -0.19 0.38 -1.832
H 2.743 -4.057 -0.085 0.06 0.16 -0.19 0.354
H 2.694 -2.635 -1.165 0.08 -0.25 0.02 0.103
H 3.953 -3.874 -1.375 0.03 0.18 0.30 0.436
H 5.864 -1.135 0.311 -0.10 0.00 -0.28 0.407
H 5.934 -2.338 -0.995 -0.24 0.00 0.22 0.458
H 4.744 -1.027 -1.097 0.23 -0.08 0.22 0.250
H 5.736 -4.062 0.864 -0.25 0.17 -0.07 0.418
H 5.389 -2.899 2.154 -0.11 -0.26 -0.13 0.416
H 4.209 -4.198 1.765 0.27 0.22 0.04 0.377
C -4.088 1.959 6.067 -0.10 0.12 0.32 -1.449
C -3.315 1.428 4.895 0.04 0.07 0.06 1.055
C -3.986 0.904 3.793 0.45 -0.34 -0.73 -0.792
C -3.255 0.463 2.684 0.30 0.45 0.75 -0.366
N -1.910 0.546 2.639 -0.15 0.01 0.32 0.127
C -1.250 0.983 3.732 -0.83 0.09 -0.10 -0.584
C -1.917 1.442 4.871 0.12 -0.29 -0.61 -0.788
H -4.769 2.766 5.763 0.21 -0.22 0.01 0.338
H -4.706 1.177 6.530 0.19 0.14 -0.16 0.338
H -3.415 2.356 6.834 -0.15 -0.08 -0.13 0.341
H -5.068 0.833 3.771 0.06 0.03 0.08 0.436
H -3.757 0.029 1.817 0.16 0.19 0.16 0.348
H -0.158 0.962 3.691 -0.27 0.06 -0.06 0.533
H -1.339 1.805 5.712 -0.11 -0.02 0.00 0.371
```
Positions in Å, forces in eV/Å.

Output
Orbital gap, eV: 5.7246
Multiplicity: 1
Charge: +1